A molecular structure, C18H36O11S5Tl, computed with ωB97M-V/def2-TZVPD.

Computed properties:
HOMO-LUMO gap (hartree): 0.14837
F_max (eV/Å): 2.557
Charge: -1

Positions of all 71 atoms, in Å:
Tl -0.07558 0.21068 1.09182
O -1.24456 0.94378 2.70282
C -1.77468 0.26063 3.74886
C -1.22880 -1.21015 4.01645
O -0.65891 -1.81787 2.99342
H -2.87341 0.20368 3.64910
H -1.69400 0.82972 4.68847
H -2.02109 -1.81888 4.48902
H -0.45429 -1.19434 4.80680
C -0.12092 4.70504 -1.23507
C 0.24727 3.48166 -0.64593
C 1.61235 2.77368 -0.96283
O 1.82901 1.64936 -0.47995
C 2.50871 3.48073 -1.77405
C 2.17760 4.72949 -2.35168
C 0.80589 5.38048 -2.05000
O 0.47345 6.47577 -2.52740
O 2.97604 5.22345 -3.15435
O -0.51516 2.94981 0.18968
H -1.07628 5.16236 -1.03366
H 3.43708 2.97302 -2.00204
C -5.36108 0.62593 -0.52215
S -4.08315 -0.49060 0.11401
O -2.83105 0.31383 0.07615
C -4.48217 -0.65622 1.86148
H -5.01757 1.04242 -1.46712
H -5.42182 1.47710 0.15780
H -6.30546 0.09773 -0.64397
H -4.44240 0.30968 2.36257
H -3.65035 -1.23317 2.26741
H -5.42060 -1.20871 1.90936
C 4.21188 1.11097 4.04960
S 3.96158 0.19590 2.51277
O 2.52214 -0.07843 2.31139
C 4.36969 1.57724 1.41500
H 3.25912 1.62379 4.21548
H 4.92818 1.91616 3.90185
H 4.38913 0.44829 4.89121
H 5.43136 1.83433 1.45143
H 3.72851 2.43967 1.58858
H 4.24723 1.24573 0.38408
C -1.90317 0.38105 -3.56703
S -0.11274 0.22902 -3.25810
O -0.02645 0.21307 -1.77603
C 0.00188 -1.55837 -3.68807
H -2.25743 -0.03960 -4.51282
H -2.16790 1.43592 -3.60426
H -2.38973 -0.17655 -2.76689
H 0.04465 -1.66779 -4.77529
H -0.92295 -2.05482 -3.40077
H 0.83708 -2.04150 -3.19028
C 4.23054 -2.70338 -0.10623
S 2.64357 -2.25710 -0.88620
O 1.90343 -1.70202 0.26947
C 3.24503 -0.86873 -1.89463
H 4.44858 -1.75853 0.39676
H 5.09775 -2.83278 -0.75745
H 4.10025 -3.53894 0.57213
H 3.85414 -0.30573 -1.18862
H 2.40504 -0.28688 -2.25888
H 3.85852 -1.24069 -2.71623
C -2.85167 -3.51071 -1.65264
S -1.28609 -3.53588 -0.68826
O -0.83490 -2.11626 -0.59075
C -2.12909 -3.84631 0.89257
H -3.48538 -2.67058 -1.38618
H -3.33059 -4.48841 -1.68716
H -2.49248 -3.33822 -2.67147
H -1.35529 -3.79391 1.66444
H -2.65738 -4.80058 0.94543
H -2.83010 -3.10852 1.28704

=====

2 unconnected molecules or ions with the total composition H4O2, computed with ωB97M-V/def2-TZVPD.

Computed properties:
HOMO-LUMO gap (hartree): 0.44723
F_max (eV/Å): 1.607
SMILES: O.O
Charge: 0

Positions of all 6 atoms, in Å:
H -1.14656 2.30865 -0.15777
H -0.06809 1.33127 0.03779
O -0.25822 2.25371 0.21558
H 0.02244 -1.76514 0.52761
H 0.96468 -2.46519 -0.33804
O 0.48575 -1.66330 -0.28517

=====

8 unconnected molecules or ions with the total composition C27H54Br14FN2P, computed with ωB97M-V/def2-TZVPD.

Computed properties:
HOMO-LUMO gap (hartree): 0.28584
F_max (eV/Å): 7.255
SMILES: CCN[PH2](CCCF)CCCCn1cccc1.BrCCBr.BrCCBr.BrCCBr.BrCCBr.BrCCBr.BrCCBr.BrCCBr
Charge: 0

Positions of all 99 atoms, in Å:
C 4.67414 -3.84959 2.28898
C 3.10206 -3.33027 2.47956
N 2.95606 -1.82407 2.46218
P 3.37358 -1.10152 0.88659
C 3.97890 -0.38575 -0.81474
C 4.65601 -1.65057 -1.65820
C 5.66759 -0.98564 -2.79519
F 6.85336 -0.47401 -2.01609
C 1.69557 -0.11807 0.78055
C 0.77606 -0.94956 -0.30743
C -0.84087 -1.00213 0.11354
C -1.30441 -2.56139 -0.09209
N -2.79652 -2.77758 -0.21506
C -3.16048 -3.90954 -1.17439
C -4.78335 -4.13526 -1.23209
C -5.25898 -2.96672 -0.18514
C -3.98688 -2.12759 0.45492
H 5.36844 -2.95263 2.57743
H 4.82293 -4.06139 1.12395
H 4.89541 -4.83788 2.91983
H 2.35846 -3.90072 1.75938
H 2.80189 -3.68505 3.57905
H 3.59739 -1.43916 3.19410
H 3.42546 -2.41605 0.24395
H 4.58225 -0.54778 1.47276
H 3.11635 0.08129 -1.45283
H 4.79317 0.44694 -0.66755
H 5.30807 -2.34707 -0.96037
H 3.83153 -2.34346 -2.16668
H 5.10784 -0.10086 -3.33173
H 5.98369 -1.84763 -3.55787
H 1.96492 0.91637 0.25446
H 1.18485 0.01611 1.82825
H 1.15811 -2.07914 -0.25017
H 0.94568 -0.61624 -1.41924
H -1.42871 -0.22739 -0.57006
H -0.99302 -0.67525 1.22869
H -0.81058 -2.92298 -1.11599
H -0.78322 -3.20546 0.74892
H -2.33884 -4.51684 -1.77558
H -5.36978 -4.93265 -1.85636
H -6.40805 -2.80711 0.07332
H -3.94671 -1.25100 1.22906
Br -3.68923 1.72033 0.07606
C -4.69173 1.19605 -1.51257
C -6.11551 1.69833 -1.45144
Br -7.19682 0.61105 -0.24618
H -4.61836 0.10796 -1.59177
H -4.15714 1.65375 -2.34968
H -6.59925 1.60629 -2.42792
H -6.19636 2.73314 -1.10692
Br 8.43903 -3.47346 5.35811
C 8.80655 -3.61417 3.44794
C 9.02885 -2.25249 2.83187
Br 7.34092 -1.30986 2.57413
H 7.97173 -4.16144 3.00164
H 9.71299 -4.22193 3.37710
H 9.45677 -2.34763 1.82996
H 9.66862 -1.60227 3.43517
Br 0.05671 2.08128 -2.08405
C 0.49912 3.89920 -1.53352
C -0.70866 4.60824 -0.96636
Br -1.91716 5.18802 -2.38320
H 0.92764 4.40141 -2.40515
H 1.27276 3.78417 -0.76915
H -0.41094 5.52709 -0.45346
H -1.29401 3.98836 -0.28140
Br 4.53903 3.27969 0.46658
C 4.90655 3.13897 -1.44359
C 5.12885 4.50066 -2.05966
Br 3.44092 5.44329 -2.31739
H 4.07173 2.59171 -1.88989
H 5.81299 2.53122 -1.51442
H 5.55677 4.40552 -3.06157
H 5.76862 5.15088 -1.45636
Br 0.85597 -6.40135 0.10509
C -0.83790 -7.29183 -0.27104
C -0.90443 -7.75674 -1.70721
Br -1.26464 -6.26852 -2.91532
H -1.63337 -6.59053 -0.00456
H -0.86800 -8.14525 0.41217
H -1.74001 -8.44755 -1.85069
H 0.01782 -8.23227 -2.05272
Br -8.25403 5.93018 -0.90802
C -6.31138 6.05089 -1.03124
C -5.85707 6.10779 -2.47121
Br -5.93481 4.34696 -3.30638
H -5.90298 5.19907 -0.48060
H -6.05045 6.97505 -0.50793
H -4.80643 6.40506 -2.53273
H -6.45740 6.78108 -3.08954
Br -8.02456 7.67511 2.92902
C -9.01869 6.12496 3.57119
C -8.08575 5.02774 4.02823
Br -7.31867 4.07469 2.50924
H -9.68750 5.81725 2.76273
H -9.61543 6.49723 4.40865
H -8.63203 4.26768 4.59381
H -7.24960 5.39222 4.63160

=====

11 unconnected molecules or ions with the total composition C22H44Br22, computed with ωB97M-V/def2-TZVPD.

Computed properties:
HOMO-LUMO gap (hartree): 0.35996
F_max (eV/Å): 1.768
SMILES: BrCCBr.BrCCBr.BrCCBr.BrCCBr.BrCCBr.BrCCBr.BrCCBr.BrCCBr.BrCCBr.BrCCBr.BrCCBr
Charge: 0

Positions of all 88 atoms, in Å:
Br 3.86524 2.54711 -2.35928
C 2.73481 1.34415 -3.53171
C 3.51631 1.26780 -4.87797
Br 2.43229 0.39615 -6.35530
H 1.73287 1.74614 -3.68210
H 2.66399 0.37941 -3.02934
H 4.47470 0.76304 -4.75632
H 3.84043 2.27170 -5.15223
Br 1.37729 -5.15985 -5.75572
C 0.21204 -3.68730 -5.11079
C 1.01751 -2.82355 -4.10874
Br -0.16380 -1.61667 -3.06484
H -0.63198 -4.15823 -4.60685
H -0.24374 -3.25346 -6.00082
H 1.65564 -2.12450 -4.64932
H 1.51362 -3.52684 -3.43989
Br -5.74634 -5.23536 -3.02153
C -4.92378 -4.33725 -1.45226
C -4.05856 -3.18315 -1.99289
Br -2.75091 -2.54779 -0.57655
H -4.39253 -5.02632 -0.79572
H -5.68725 -3.87877 -0.82377
H -4.74792 -2.41341 -2.33985
H -3.42684 -3.50696 -2.82004
Br 0.91856 4.01610 1.91298
C -0.90204 4.35958 2.54650
C -1.81140 4.81844 1.46401
Br -3.79614 4.85840 1.94334
H -0.86093 5.04946 3.38940
H -1.26869 3.40809 2.93166
H -1.74051 4.19806 0.57058
H -1.58592 5.83452 1.14021
Br 4.05237 -1.64157 -0.62918
C 4.26820 -0.73898 1.10598
C 3.54204 -1.49363 2.26340
Br 3.98757 -0.66194 3.98764
H 3.77461 0.22405 0.97549
H 5.32580 -0.68132 1.36339
H 3.79720 -2.55077 2.33711
H 2.47311 -1.42831 2.06033
Br -3.46428 -0.71158 -4.95565
C -2.70628 1.02127 -4.21017
C -3.44875 1.21732 -2.85513
Br -3.08589 2.79137 -1.67183
H -2.83096 1.80175 -4.96078
H -1.62807 0.93607 -4.07493
H -3.28365 0.37665 -2.18125
H -4.50759 1.21580 -3.11390
Br 0.78892 -3.37677 5.84239
C -0.25767 -1.71710 6.08053
C -1.27851 -1.93070 7.18254
Br -1.95205 -0.14049 7.59025
H -0.89719 -1.54811 5.21419
H 0.38072 -0.87185 6.33763
H -0.66791 -2.31748 7.99843
H -2.01335 -2.67950 6.88692
Br -1.04822 1.68966 4.92583
C 0.31948 2.13698 6.22171
C 1.53900 2.35791 5.33842
Br 3.05165 2.97557 6.50284
H 0.39991 1.31611 6.93431
H -0.10458 3.06305 6.60987
H 1.38439 3.18489 4.64539
H 1.81337 1.43209 4.83277
Br 0.04464 1.58584 -1.24169
C -0.54137 0.10793 -0.01274
C -0.17392 0.31365 1.46654
Br -0.32690 -1.33563 2.58711
H -0.03123 -0.75905 -0.43252
H -1.60783 -0.07446 -0.14499
H -0.66740 1.10107 2.03624
H 0.83443 0.72545 1.50850
Br 0.12471 -5.32340 -2.04303
C 1.45860 -4.83167 -0.67019
C 0.87503 -3.93914 0.40271
Br -0.39007 -4.90539 1.39702
H 2.24185 -4.28306 -1.19331
H 1.85054 -5.72886 -0.19108
H 0.40578 -3.08647 -0.08805
H 1.64036 -3.48795 1.03422
Br 0.14718 3.80236 -4.66992
C -0.17606 4.95042 -3.07363
C 1.02109 5.03477 -2.10157
Br 0.58284 6.18375 -0.52823
H -0.97056 4.55765 -2.43911
H -0.56164 5.90097 -3.44226
H 1.93555 5.41892 -2.55356
H 1.34497 4.04293 -1.78620